(1)
An isolated molecule of C20H16ClF3N6O2S at a distorted geometry, computed with ωB97M-V/def2-TZVPD.

SMILES string: CN(C)S(=O)(=O)Nc1cc(-c2cnc3ccc(-c4ccnc(C(F)(F)F)c4)cn23)cnc1Cl
Gap between HOMO and LUMO: 7.843 eV
HOMO level: -8.40 eV

```
49
Properties=species:S:1:pos:R:3:forces:R:3
Cl 2.626642 -4.214708 2.073434 -0.217 0.729 -0.023
S 2.770223 -1.245187 5.272766 -0.042 0.748 1.053
F -5.267810 2.041134 -6.244802 0.139 -0.435 0.118
F -5.532608 -0.018457 -6.985045 0.179 1.007 1.222
F -6.436151 0.634374 -5.094683 0.351 -0.018 -0.151
O 2.158432 0.065494 5.466929 0.168 -1.639 -0.540
O 4.137723 -1.245794 4.816417 -0.750 -0.506 0.448
N 2.614962 -2.184179 6.714340 -1.225 0.283 -1.448
N -0.588975 1.618373 -0.067907 -0.783 -2.237 -0.506
N 1.793472 -2.203439 0.555126 -0.311 0.508 1.384
N 1.798328 -2.224217 4.251347 0.310 1.141 1.007
N -3.517289 -0.912377 -5.386659 -0.260 0.686 -0.021
N -0.628754 3.336016 1.395487 0.786 -1.015 0.766
C 0.996179 -0.554692 2.675677 -0.075 0.521 0.642
C -2.470555 -1.336358 -4.646652 -1.129 1.142 -0.044
C -1.893215 3.596074 -0.735292 0.683 -3.101 -0.922
C -1.983051 1.465978 -2.081555 0.678 0.147 1.261
C 0.814364 -0.107178 1.366661 -0.490 -0.280 -0.968
C 0.130935 1.179869 1.058858 0.232 1.253 1.402
C 1.977400 -2.599165 1.817464 -0.529 1.043 -0.526
C -2.525323 0.666606 -3.250032 -0.080 -0.187 0.007
C -4.072086 0.295868 -5.103698 0.804 -1.247 1.088
C -2.322820 2.882685 -1.857949 0.456 0.741 0.931
C -1.040719 2.891914 0.231231 -0.863 1.298 -1.112
C 0.091840 2.282080 1.936149 -0.201 -0.735 -1.489
C 1.236922 -1.981360 7.291636 0.649 0.729 0.207
C -3.652786 1.046060 -3.996670 0.618 -0.391 -0.184
C -1.946315 -0.547898 -3.632036 0.141 0.061 -0.001
C 1.601012 -1.781450 2.927601 0.331 -0.255 -0.783
C 3.746449 -1.986406 7.628778 -0.284 -0.268 0.130
C -1.149123 0.850219 -1.134329 -0.916 2.045 -0.662
C 1.238668 -0.980753 0.364584 0.136 -0.881 0.120
C -5.334758 0.750971 -5.863078 0.210 -1.124 -0.973
H -2.145006 4.617870 -0.562747 -0.144 0.395 0.118
H 1.066246 -0.731124 -0.666621 0.221 0.123 -0.309
H 3.882094 -0.921914 7.807688 0.520 0.091 0.084
H 0.618448 2.274949 2.892417 -0.381 0.464 -0.322
H -2.062236 -2.337723 -4.810381 -0.234 0.413 -0.317
H -2.928610 3.464885 -2.568575 0.281 -0.662 0.159
H 2.227210 -3.126254 4.295030 0.180 -0.800 -0.059
H -4.189368 1.904022 -3.686203 -0.525 0.822 -0.001
H -0.985893 -0.215492 -1.184779 0.370 0.137 0.357
H -1.060641 -0.911380 -3.153083 0.351 -0.100 0.307
H 1.082615 -2.613911 8.168918 0.327 -0.258 -0.290
H 0.471410 -2.213887 6.540224 0.356 0.133 0.214
H 0.679432 0.076479 3.528977 0.211 -0.629 -0.596
H 3.525390 -2.455622 8.602308 -0.148 0.070 -0.522
H 1.123030 -0.936740 7.657024 -0.052 -0.491 -0.411
H 4.615969 -2.500139 7.204337 -0.049 0.527 0.153
```
Forces are in eV/Å.

For each atom in turn, the Löwdin charge in e is:
1. Cl 0.690
2. S 0.666
3. F 0.137
4. F 0.110
5. F 0.139
6. O -0.300
7. O -0.274
8. N -0.325
9. N 0.061
10. N 0.066
11. N -0.066
12. N 0.127
13. N 0.109
14. C 0.041
15. C -0.098
16. C 0.041
17. C -0.117
18. C -0.129
19. C -0.132
20. C -0.622
21. C -0.137
22. C -0.140
23. C -0.014
24. C -0.309
25. C -0.047
26. C -0.098
27. C 0.046
28. C -0.022
29. C -0.283
30. C -0.105
31. C 0.055
32. C -0.087
33. C -0.535
34. H 0.103
35. H 0.098
36. H 0.087
37. H 0.117
38. H 0.117
39. H 0.109
40. H 0.053
41. H 0.107
42. H 0.107
43. H 0.098
44. H 0.082
45. H 0.078
46. H 0.125
47. H 0.095
48. H 0.089
49. H 0.089



(2)
A structure of composition C20H16FI2O2PPt at a distorted geometry, computed with ωB97M-V/def2-TZVPD.

Gap between HOMO and LUMO (spin up / spin down): 5.970 / 5.971 eV
HOMO level (spin up / spin down): -8.88 / -8.88 eV

```
43
Properties=species:S:1:pos:R:3:forces:R:3
Pt -0.282400 0.181000 -0.446900 1.233 -0.280 1.115
I -0.019100 -0.233200 -2.997600 -0.296 -0.069 0.035
I -2.904000 -0.539300 -0.079500 1.255 0.887 -0.515
P 0.022700 0.217500 1.858000 -0.242 -0.460 0.494
F 0.278500 6.110400 -1.744000 0.037 0.010 0.047
O 3.822100 0.384300 1.155300 0.537 -0.050 -0.517
O 2.060300 -0.340800 -0.009400 -1.883 -0.274 -2.835
C -1.450000 -4.008700 2.785500 -0.041 -0.063 0.007
C -0.604200 -3.738200 1.720000 -0.027 -0.014 0.060
C -1.421200 -1.692200 3.430300 0.110 0.103 -0.083
C 1.209200 2.695000 -1.035400 0.231 -0.434 0.127
C 1.315600 4.021600 -1.421600 -0.276 0.228 0.082
C -1.854400 -2.992400 3.634800 -0.023 -0.048 0.080
C 0.128800 2.724600 2.936400 0.027 -0.257 0.030
C -0.185900 -2.442300 1.500700 0.113 0.157 -0.024
C -2.502600 2.774000 3.801800 -0.096 0.028 -0.006
C -0.683100 1.600600 2.776800 0.003 -0.139 -0.344
C 2.668800 0.055700 1.004300 -0.134 1.002 3.153
C -0.000900 2.217700 -0.570500 -0.606 -0.487 -0.136
C -0.370200 3.852900 3.553800 -0.037 0.109 0.039
C -1.105600 3.040100 -0.443400 -0.150 -0.085 0.100
C -1.002500 4.371600 -0.819000 0.271 0.098 -0.038
C -0.597600 -1.411800 2.350600 -0.187 0.065 -0.038
C -1.683100 3.872800 3.995600 0.012 -0.007 0.026
C 0.199600 4.834300 -1.328800 -0.042 -0.206 0.126
C -2.017600 1.641700 3.171300 0.080 -0.070 0.033
C 1.774300 0.077600 2.329100 0.543 0.174 -0.986
H 0.261200 4.715600 3.696600 0.079 0.090 -0.024
H -2.673400 0.802400 2.990800 -0.012 -0.054 -0.027
H 0.476000 -2.219300 0.667300 0.025 -0.084 0.020
H -1.845800 5.038200 -0.727400 -0.062 0.063 -0.043
H 2.245900 4.400600 -1.812300 0.072 0.095 -0.036
H -3.526800 2.802000 4.139900 -0.119 -0.007 0.008
H -2.070400 4.748500 4.489900 -0.057 0.139 0.068
H -2.513600 -3.205800 4.463900 -0.013 -0.050 0.055
H 2.120300 0.854800 3.009100 -0.116 -0.046 -0.078
H 1.148200 2.706000 2.576400 0.055 0.088 0.013
H -1.790700 -5.018200 2.953400 -0.060 -0.112 0.036
H -1.721500 -0.909500 4.109300 -0.062 0.069 0.060
H -2.055700 2.671600 -0.079000 0.065 -0.085 -0.008
H -0.280600 -4.528900 1.058800 0.007 -0.037 -0.023
H 1.943700 -0.895700 2.800200 -0.234 0.165 -0.006
H 2.071700 2.051300 -1.124200 0.021 -0.149 -0.047
```
Forces are in eV/Å.

For each atom in turn, the Löwdin charge in e is:
1. Pt 0.437
2. I 0.134
3. I 0.288
4. P 0.903
5. F 0.067
6. O 0.063
7. O -0.155
8. C -0.069
9. C -0.062
10. C -0.090
11. C -0.110
12. C 0.010
13. C -0.069
14. C -0.089
15. C -0.149
16. C -0.068
17. C -0.344
18. C -0.742
19. C -0.365
20. C -0.064
21. C -0.112
22. C 0.003
23. C -0.433
24. C -0.068
25. C -0.272
26. C -0.103
27. C -0.182
28. H 0.110
29. H 0.075
30. H 0.090
31. H 0.122
32. H 0.125
33. H 0.109
34. H 0.107
35. H 0.108
36. H 0.083
37. H 0.108
38. H 0.106
39. H 0.099
40. H 0.080
41. H 0.114
42. H 0.102
43. H 0.103



(3)
A cluster of 2 separate species, C20H16FNO2 in total at a distorted geometry, computed with ωB97M-V/def2-TZVPD.

SMILES string: O=C(c1ccccc1)C(F)C(=O)c1ccccc1.c1ccncc1
Gap between HOMO and LUMO: 9.109 eV
HOMO level: -9.40 eV

```
40
Properties=species:S:1:pos:R:3:forces:R:3
F 1.303431 -1.588336 -0.115187 -0.703 0.934 0.128
O 1.161431 -3.881923 1.560602 -0.773 2.490 0.987
O -0.841575 -3.381985 -0.656045 -0.424 1.812 0.404
N 0.374843 2.074206 -1.983593 0.456 -1.810 1.522
C -2.599501 -0.217772 0.017388 0.062 -0.421 0.104
C -3.808517 0.412692 -0.319259 0.176 -0.227 0.187
C 0.971990 3.901814 -3.873682 -0.453 -0.086 0.070
C 0.938664 -2.686425 1.742926 1.109 -1.294 -1.001
C 0.189389 -1.779083 0.732421 -0.527 -0.797 -0.541
C -3.060385 -1.934945 -1.582123 -0.270 -0.408 -0.014
C -0.544051 2.950944 -2.279662 0.145 0.828 -0.893
C 1.913752 2.928698 -3.552743 -0.069 -0.724 0.761
C -4.254914 -1.301122 -1.942973 0.124 0.083 0.398
C 3.829754 -1.617674 3.979800 -0.121 0.271 -0.596
C 2.201780 0.178226 4.046809 0.352 -0.072 -0.446
C -0.286431 3.921968 -3.264809 0.044 -0.739 0.699
C -0.967559 -2.243941 -0.206721 0.339 -2.356 -0.388
C -2.187379 -1.409262 -0.602778 -0.641 0.033 -0.016
C 3.060094 -2.261575 3.008309 0.081 -0.338 0.260
C 1.457359 -0.466448 3.062511 -0.244 -0.364 0.045
C 3.372841 -0.409510 4.520787 0.149 -0.333 0.308
C 1.772949 -1.796639 2.679577 0.495 0.104 -0.490
C -4.657062 -0.137244 -1.282803 0.813 0.336 -0.240
C 1.572340 2.007194 -2.551570 -0.409 0.794 -0.597
H 2.234079 1.207508 -2.189309 -0.220 0.434 -0.322
H 3.959938 0.097439 5.284184 -0.095 -0.082 -0.150
H 1.912741 1.182584 4.361315 0.132 -0.326 -0.052
H -2.004317 0.146785 0.848252 -0.039 0.334 -0.182
H -0.125766 -0.925469 1.299689 0.265 0.955 -0.419
H -5.561694 0.396917 -1.575940 0.143 -0.289 0.181
H -2.883936 -2.923576 -2.011854 0.387 0.432 0.061
H -1.483168 2.851894 -1.711371 0.349 0.313 -0.497
H 2.884629 2.828135 -4.026908 -0.149 0.361 -0.093
H -4.906682 -1.725328 -2.711246 0.338 0.000 0.283
H 4.815385 -2.038074 4.213260 -0.450 0.363 0.075
H -1.077401 4.615981 -3.498006 0.183 0.330 -0.271
H 3.517074 -3.090003 2.439055 -0.715 0.147 0.642
H 1.204556 4.641420 -4.614032 0.083 0.241 -0.319
H 0.704116 0.147557 2.551386 -0.059 -0.646 0.545
H -4.102799 1.324370 0.204342 0.133 -0.280 -0.131
```
Forces are in eV/Å.

For each atom in turn, the Löwdin charge in e is:
1. F 0.029
2. O 0.115
3. O 0.106
4. N 0.024
5. C -0.033
6. C -0.083
7. C -0.084
8. C -0.238
9. C -0.156
10. C -0.018
11. C -0.165
12. C -0.067
13. C -0.073
14. C -0.072
15. C -0.084
16. C -0.060
17. C -0.213
18. C -0.125
19. C -0.022
20. C -0.032
21. C -0.083
22. C -0.125
23. C -0.083
24. C -0.141
25. H 0.109
26. H 0.103
27. H 0.107
28. H 0.101
29. H 0.086
30. H 0.105
31. H 0.118
32. H 0.105
33. H 0.099
34. H 0.107
35. H 0.109
36. H 0.093
37. H 0.130
38. H 0.095
39. H 0.109
40. H 0.103